(1)
94
Properties=species:S:1:pos:R:3:lowdin_charge:R:1 method="wB97M-V/def2-TZVPD" total_charge=+1 homo_energy_ev=-7.66 e_tot_ev=-69695.224 orbital_gap_ha=0.1671 relative_energy_kj_mol=47.0
C 1.746 -1.851 -1.560 -0.35
C 1.620 0.352 -2.358 -0.39
C 2.738 -2.141 -2.513 -0.08
C 2.369 -0.015 -3.500 -0.07
C 3.045 -1.220 -3.518 -0.07
H 3.139 -3.155 -2.497 0.10
H 2.552 0.746 -4.244 0.11
H 3.861 -1.463 -4.211 0.11
N 1.180 -0.627 -1.478 0.03
P -0.460 -2.689 0.063 1.11
P 0.939 2.543 -0.623 1.08
C 1.237 -2.996 -0.666 -0.26
H 1.192 -3.908 -1.291 0.09
H 1.952 -3.186 0.162 0.09
C 1.399 1.766 -2.167 -0.38
H 1.106 2.278 -3.091 0.05
C -0.436 3.978 -1.014 -0.64
C 2.765 3.302 -0.604 -0.67
C -1.624 -3.507 -1.213 -0.67
C -0.308 -3.737 1.636 -0.68
C -1.803 3.563 -0.462 -0.12
H -1.786 3.243 0.583 0.06
H -2.487 4.423 -0.512 0.09
H -2.264 2.769 -1.051 0.05
C -0.040 5.279 -0.297 -0.12
H 0.131 5.124 0.775 0.07
H 0.835 5.777 -0.723 0.07
H -0.864 6.005 -0.367 0.08
C -0.602 4.178 -2.524 -0.10
H -1.377 4.944 -2.704 0.09
H 0.312 4.529 -3.014 0.07
H -0.938 3.255 -3.020 0.05
C 2.904 4.088 0.699 -0.13
H 2.920 3.404 1.566 0.02
H 3.860 4.625 0.643 0.08
H 2.107 4.828 0.861 0.05
C 3.804 2.159 -0.689 -0.09
H 3.783 1.514 0.209 0.04
H 3.641 1.535 -1.592 0.07
H 4.787 2.654 -0.772 0.09
C 2.875 4.149 -1.879 -0.10
H 2.932 3.448 -2.737 0.08
H 2.036 4.857 -2.027 0.05
H 3.820 4.720 -1.803 0.09
C -1.714 -3.830 2.246 -0.10
H -1.633 -4.273 3.248 0.09
H -2.165 -2.834 2.347 0.07
H -2.389 -4.474 1.671 0.07
C 0.592 -2.946 2.606 -0.09
H 1.644 -2.963 2.295 0.08
H 0.267 -1.900 2.693 0.05
H 0.521 -3.410 3.602 0.09
C 0.282 -5.148 1.465 -0.08
H 0.320 -5.611 2.465 0.09
H -0.332 -5.803 0.838 0.06
H 1.306 -5.137 1.069 0.08
C -1.329 -2.975 -2.634 -0.08
H -2.121 -3.327 -3.322 0.10
H -1.354 -1.880 -2.653 0.04
H -0.360 -3.317 -3.030 0.09
C -3.055 -3.087 -0.825 -0.10
H -3.191 -1.998 -0.877 0.06
H -3.759 -3.564 -1.522 0.09
H -3.314 -3.424 0.186 0.06
C -1.557 -5.042 -1.205 -0.09
H -0.557 -5.431 -1.447 0.09
H -1.896 -5.446 -0.240 0.06
H -2.257 -5.413 -1.972 0.10
Mg -0.506 -0.065 0.003 0.52
C 2.385 1.305 2.047 0.03
O 2.390 0.571 2.926 0.06
N -1.776 0.299 -1.586 0.19
C -2.427 0.361 -2.578 -0.04
C -2.637 0.775 -3.944 -0.21
C -3.945 0.822 -4.441 -0.03
C -1.529 1.122 -4.744 -0.01
C -4.129 1.016 -5.812 -0.05
H -4.792 0.736 -3.753 0.13
C -1.714 1.371 -6.098 -0.05
H -0.526 1.191 -4.313 0.11
C -3.006 1.268 -6.626 -0.05
H -5.126 0.932 -6.258 0.12
H -0.848 1.624 -6.715 0.12
H -3.133 1.400 -7.699 0.11
N -0.802 1.458 4.368 0.20
C -1.982 0.743 3.720 -0.01
C -1.517 0.300 2.351 -0.61
O -2.208 -0.395 1.552 -0.04
O -0.334 0.699 2.013 -0.17
H -0.316 0.737 4.917 0.17
H -1.093 2.194 5.023 0.18
H -0.147 1.819 3.646 0.15
H -2.236 -0.108 4.360 0.15
H -2.857 1.402 3.651 0.15

---

(2)
102
Properties=species:S:1:pos:R:3:lowdin_charge:R:1 method="wB97M-V/def2-TZVPD" homo_energy_ev=-7.49 e_tot_ev=-247191.991 orbital_gap_ha=0.2042 relative_energy_kj_mol=2.1
Mo -0.224 0.128 0.014 0.59
S 2.028 0.673 0.159 0.60
C 2.503 0.767 1.839 -0.68
C 3.828 1.068 2.156 -0.13
C 4.214 1.154 3.479 -0.09
C 3.283 0.926 4.492 -0.08
C 1.973 0.616 4.181 -0.11
C 1.570 0.542 2.845 -0.69
S -0.094 0.211 2.437 0.53
H 4.543 1.233 1.360 0.11
H 5.241 1.391 3.727 0.10
H 3.585 0.988 5.529 0.10
H 1.249 0.433 4.963 0.10
S -4.298 0.318 -1.899 0.10
As -3.027 -1.179 -1.413 -0.20
S -2.215 -1.133 0.626 0.04
S 0.101 -0.553 -1.969 0.21
S -2.475 -2.769 -2.559 0.05
C -3.080 -7.107 1.382 -0.11
C -2.934 -5.589 1.415 -0.25
C -2.057 -5.033 0.297 -0.22
C -0.606 -5.469 0.424 -0.16
N 0.243 -4.876 -0.602 -0.01
C 0.966 -3.742 -0.468 -0.64
Se 0.944 -2.628 1.011 0.67
N 1.667 -3.561 -1.612 -0.02
C 2.714 -2.569 -1.840 -0.20
C 4.109 -3.175 -1.725 -0.18
C 4.513 -3.536 -0.297 -0.25
C 4.777 -2.316 0.577 -0.11
C 1.348 -4.569 -2.510 -0.15
C 1.760 -4.811 -3.812 0.00
C 1.221 -5.920 -4.445 -0.08
C 0.306 -6.756 -3.799 -0.08
C -0.103 -6.515 -2.498 0.00
C 0.439 -5.405 -1.868 -0.15
H -3.774 -7.452 2.149 0.07
H -2.129 -7.614 1.555 0.06
H -3.464 -7.438 0.414 0.07
H -2.525 -5.273 2.380 0.11
H -3.922 -5.130 1.338 0.11
H -2.071 -3.942 0.321 0.04
H -2.455 -5.332 -0.677 0.10
H -0.492 -6.551 0.340 0.12
H -0.209 -5.160 1.391 0.09
H 2.562 -1.772 -1.114 0.02
H 2.553 -2.150 -2.835 0.11
H 4.820 -2.451 -2.133 0.12
H 4.164 -4.061 -2.365 0.11
H 5.410 -4.159 -0.337 0.11
H 3.732 -4.152 0.161 0.09
H 5.568 -1.694 0.150 0.08
H 5.087 -2.612 1.580 0.08
H 3.880 -1.704 0.689 0.02
H 2.464 -4.162 -4.314 0.11
H 1.512 -6.141 -5.462 0.10
H -0.095 -7.609 -4.330 0.10
H -0.821 -7.155 -2.003 0.11
C -3.316 4.176 -3.113 -0.02
C -1.919 4.064 -2.526 -0.62
C -1.101 5.317 -2.808 -0.02
C -1.210 2.826 -3.059 -0.05
O -2.106 3.964 -1.099 -0.08
Si -1.151 3.356 0.054 0.05
O -1.058 1.709 -0.230 -0.49
O 0.386 3.845 -0.007 -0.09
C 1.136 4.805 0.762 -0.62
C 0.404 6.141 0.758 -0.02
C 2.481 4.916 0.061 -0.02
C 1.316 4.283 2.182 0.00
O -1.774 3.657 1.506 -0.09
C -3.105 3.548 2.053 -0.62
C -2.923 3.613 3.562 -0.02
C -3.933 4.719 1.546 -0.02
C -3.715 2.218 1.639 -0.04
H -3.267 4.286 -4.198 0.09
H -3.831 5.043 -2.696 0.09
H -3.893 3.281 -2.878 0.06
H -0.999 5.468 -3.884 0.09
H -0.104 5.222 -2.374 0.07
H -1.590 6.192 -2.377 0.09
H -1.109 2.896 -4.143 0.10
H -1.777 1.924 -2.819 0.05
H -0.208 2.733 -2.630 0.08
H 0.256 6.493 -0.264 0.08
H 0.984 6.889 1.301 0.09
H -0.569 6.044 1.242 0.08
H 2.348 5.273 -0.962 0.09
H 2.960 3.936 0.026 0.08
H 3.134 5.609 0.593 0.09
H 0.351 4.157 2.672 0.08
H 1.917 4.985 2.763 0.10
H 1.829 3.320 2.168 0.07
H -2.452 4.556 3.845 0.09
H -2.288 2.791 3.895 0.08
H -3.888 3.540 4.065 0.09
H -3.453 5.662 1.814 0.09
H -4.927 4.697 1.994 0.09
H -4.033 4.675 0.461 0.08
H -3.101 1.393 2.001 0.05
H -3.792 2.138 0.552 0.05
H -4.718 2.114 2.056 0.10

---

(3)
101
Properties=species:S:1:pos:R:3:lowdin_charge:R:1 method="wB97M-V/def2-TZVPD" homo_energy_ev=-9.91 e_tot_ev=-80703.706 smiles="CCC[C@@]1(CCCP(=O)(OCC)OCC)C[C@@H](CCCCCOCC)CS(=O)(=O)O1.O=[N+]([O-])c1ccccc1.O=[N+]([O-])c1ccccc1" orbital_gap_ha=0.3517
C -0.434 -3.841 -2.457 -0.10
C -1.615 -2.944 -2.825 -0.24
C -1.263 -1.676 -3.593 -0.13
C -0.335 -0.648 -2.842 -0.40
C 1.108 -1.083 -3.150 -0.11
C 2.228 -0.036 -3.132 -0.20
C 2.807 0.195 -1.732 -0.18
P 4.489 0.855 -1.941 0.46
O 4.556 1.824 -3.018 -0.23
O 5.561 -0.331 -2.045 -0.20
C 5.731 -0.916 -3.345 -0.26
C 5.149 -2.321 -3.328 -0.06
O 4.872 1.585 -0.575 -0.19
C 5.214 0.696 0.510 -0.29
C 6.691 0.683 0.790 -0.07
C -0.720 0.732 -3.349 -0.10
C -0.594 1.862 -2.316 -0.31
C -0.569 3.256 -2.980 -0.15
C 0.505 4.180 -2.415 -0.17
C 0.381 4.345 -0.894 -0.17
C 1.628 4.015 -0.049 -0.15
C 1.335 3.042 1.060 -0.24
O 0.114 3.339 1.697 -0.14
C -0.278 2.323 2.578 -0.30
C -1.688 2.558 3.059 -0.05
C -1.781 1.692 -1.359 -0.14
S -1.865 -0.030 -0.867 0.64
O -3.090 -0.543 -1.390 -0.25
O -1.804 -0.099 0.560 -0.30
O -0.590 -0.802 -1.403 -0.16
H 0.220 -4.068 -3.290 0.08
H 0.112 -3.400 -1.634 0.06
H -0.834 -4.765 -2.056 0.07
H -2.257 -3.524 -3.482 0.11
H -2.193 -2.764 -1.930 0.09
H -2.182 -1.199 -3.908 0.11
H -0.758 -1.994 -4.498 0.12
H 1.154 -1.597 -4.097 0.12
H 1.388 -1.812 -2.399 0.11
H 3.041 -0.460 -3.708 0.08
H 1.992 0.898 -3.619 0.11
H 2.884 -0.740 -1.190 0.10
H 2.289 0.963 -1.183 0.07
H 6.781 -0.973 -3.591 0.12
H 5.263 -0.334 -4.132 0.10
H 5.349 -2.856 -4.246 0.08
H 5.582 -2.828 -2.475 0.08
H 4.088 -2.273 -3.119 0.06
H 4.699 1.061 1.391 0.11
H 4.862 -0.321 0.348 0.11
H 6.993 1.647 1.172 0.08
H 7.274 0.404 -0.077 0.07
H 6.893 -0.053 1.561 0.08
H -1.749 0.757 -3.685 0.13
H -0.115 1.008 -4.202 0.13
H 0.285 1.773 -1.685 0.12
H -1.542 3.723 -2.849 0.12
H -0.447 3.112 -4.049 0.11
H 0.340 5.150 -2.869 0.11
H 1.479 3.839 -2.758 0.11
H 0.149 5.384 -0.709 0.11
H -0.442 3.784 -0.477 0.08
H 2.050 4.938 0.323 0.11
H 2.387 3.606 -0.701 0.10
H 1.292 2.007 0.713 0.11
H 2.168 3.067 1.768 0.13
H -0.260 1.345 2.087 0.09
H 0.416 2.239 3.421 0.12
H -1.740 3.513 3.564 0.08
H -1.960 1.740 3.715 0.08
H -2.347 2.518 2.200 0.06
H -1.709 2.328 -0.489 0.10
H -2.678 1.958 -1.899 0.12
O -8.018 1.159 4.509 0.07
N -6.939 1.366 3.984 -0.35
O -6.277 2.376 4.138 0.07
C -6.398 0.323 3.098 -0.15
C -7.141 -0.821 2.875 -0.01
C -6.637 -1.791 2.024 -0.07
C -5.403 -1.608 1.413 -0.06
C -4.664 -0.458 1.654 -0.06
C -5.164 0.517 2.503 0.01
H -8.100 -0.959 3.351 0.12
H -7.210 -2.689 1.834 0.11
H -5.014 -2.365 0.743 0.11
H -3.698 -0.321 1.179 0.06
H -4.595 1.415 2.693 0.11
O -0.295 -5.574 6.487 0.08
N 0.372 -4.651 6.058 -0.35
O 1.525 -4.423 6.373 0.07
C -0.262 -3.744 5.088 -0.15
C -1.581 -3.954 4.732 0.00
C -2.180 -3.086 3.833 -0.06
C -1.457 -2.027 3.300 -0.06
C -0.130 -1.838 3.663 -0.06
C 0.475 -2.699 4.562 -0.01
H -2.142 -4.778 5.147 0.12
H -3.213 -3.232 3.549 0.10
H -1.927 -1.349 2.601 0.08
H 0.433 -1.014 3.244 0.10
H 1.506 -2.552 4.848 0.12

---

(4)
97
Properties=species:S:1:pos:R:3:lowdin_charge:R:1 method="wB97M-V/def2-TZVPD" total_charge=+1 homo_energy_ev=-10.33 e_tot_ev=-63021.013 orbital_gap_ha=0.2099
C 2.843 -2.873 3.141 -0.14
C 1.565 -2.932 2.062 -0.23
C 0.297 -2.195 2.822 -0.16
C -0.989 -1.901 1.794 -0.15
O -0.571 -2.415 0.481 -0.11
C -1.611 -2.263 -0.545 -0.35
O -2.002 -3.673 -0.829 0.01
C -2.777 -1.123 -0.392 -0.13
C -4.125 -1.434 0.498 -0.16
O -4.130 -0.840 1.843 -0.21
C -4.260 0.625 1.811 -0.21
C -5.799 1.183 1.688 -0.22
C -5.859 2.649 2.461 -0.15
C -3.383 -1.289 -1.942 -0.08
C -1.889 -1.287 -2.681 -0.38
S -1.829 -0.594 -4.420 0.77
N -0.925 -1.818 -1.854 0.06
C 0.532 -1.948 -2.276 -0.10
O 1.484 -1.229 -1.416 -0.13
C 2.288 -0.250 -2.163 -0.11
C 3.168 -0.543 -3.520 0.02
C 4.077 0.576 -4.305 -0.18
C 4.863 0.131 -5.683 -0.12
C 4.162 2.098 -3.695 -0.03
C 3.287 2.416 -2.341 0.00
C 2.347 1.286 -1.545 -0.05
C 1.586 1.793 -0.182 -0.34
C 1.719 0.767 1.100 -0.08
C 0.011 2.272 -0.469 -0.10
H 2.980 -3.918 3.649 0.07
H 3.837 -2.685 2.508 0.09
H 2.702 -2.031 3.948 0.06
H 1.302 -4.047 1.819 0.11
H 1.959 -2.326 1.113 0.09
H 0.717 -1.138 3.185 0.11
H -0.020 -2.770 3.792 0.12
H -1.150 -0.735 1.839 0.12
H -1.897 -2.531 2.179 0.14
H -2.620 -4.013 -0.107 0.14
H -2.310 -0.030 -0.289 0.16
H -4.168 -2.621 0.616 0.15
H -5.091 -1.167 -0.149 0.13
H -3.823 1.019 2.849 0.14
H -3.626 1.159 0.978 0.12
H -6.605 0.415 2.111 0.11
H -6.050 1.380 0.545 0.11
H -5.327 3.514 1.840 0.10
H -6.999 2.910 2.697 0.07
H -5.302 2.559 3.507 0.08
H -4.107 -0.419 -2.283 0.15
H -3.933 -2.337 -2.027 0.16
H -2.244 -1.648 -5.291 -0.05
H 0.640 -1.718 -3.423 0.13
H 0.793 -3.107 -2.159 0.19
H 3.131 -1.645 -3.955 0.10
H 5.561 -0.785 -5.475 0.09
H 5.443 1.096 -6.063 0.06
H 4.060 -0.120 -6.529 0.09
H 4.797 2.977 -4.150 0.10
H 3.363 3.511 -1.893 0.10
H 2.143 2.795 0.150 0.13
H 0.613 0.477 1.421 0.06
H 2.189 1.335 2.028 0.10
H 2.328 -0.196 0.832 0.07
H -0.709 2.002 0.420 0.06
H -0.382 1.903 -1.521 0.07
H 0.008 3.464 -0.532 0.09
C 6.448 0.318 -1.344 -0.09
C 7.830 0.241 -0.840 -0.27
N 8.921 0.179 -0.441 0.12
H 6.385 0.916 -2.259 0.05
H 6.047 -0.674 -1.578 0.08
H 5.775 0.775 -0.611 0.08
C 4.493 -0.761 6.689 -0.07
C 4.517 -0.116 5.366 -0.28
N 4.537 0.394 4.320 0.12
H 4.343 -0.032 7.492 0.08
H 3.686 -1.498 6.765 0.08
H 5.430 -1.287 6.900 0.08
C -8.852 5.434 3.572 -0.08
C -7.470 5.356 4.077 -0.28
N -6.379 5.295 4.475 0.13
H -8.915 6.032 2.657 0.08
H -9.253 4.442 3.338 0.08
H -9.525 5.890 4.305 0.08
C -7.933 -2.591 2.235 -0.07
C -7.908 -1.946 0.911 -0.28
N -7.889 -1.436 -0.134 0.13
H -8.083 -1.862 3.038 0.08
H -8.740 -3.328 2.311 0.09
H -6.995 -3.116 2.446 0.08
C 9.151 1.130 -7.254 -0.07
C 8.309 1.575 -6.131 -0.25
N 7.643 1.927 -5.244 0.13
H 10.135 0.793 -6.912 0.09
H 8.694 0.297 -7.797 0.08
H 9.319 1.935 -7.977 0.09

---

(5)
101
Properties=species:S:1:pos:R:3:lowdin_charge:R:1 method="wB97M-V/def2-TZVPD" homo_energy_ev=-6.51 e_tot_ev=-72878.296 orbital_gap_ha=0.2349 relative_energy_kj_mol=20.3
Sr -0.821 0.288 -1.101 1.35
C 1.004 -2.033 -3.961 -0.11
C 2.213 -1.091 -4.083 -0.71
C 3.481 -1.925 -4.264 -0.09
C 1.983 -0.210 -5.316 -0.10
P 2.117 -0.017 -2.549 1.09
C 2.915 -1.183 -1.312 -0.30
N 2.634 -0.851 0.067 -0.06
B 1.363 -0.397 0.614 -0.47
N 1.710 -0.111 1.997 -0.06
C 0.809 0.530 2.939 -0.29
P 0.130 2.120 2.225 1.14
C -1.586 2.280 3.009 -0.71
C -2.359 3.260 2.110 -0.11
C -2.299 0.927 2.913 -0.11
C -1.655 2.758 4.458 -0.09
C 1.301 3.413 2.938 -0.70
C 0.777 4.807 2.577 -0.11
C 1.618 3.363 4.434 -0.09
C 2.611 3.192 2.163 -0.10
C 3.047 -0.378 2.245 -0.20
C 3.809 -0.278 3.398 -0.03
C 5.150 -0.653 3.346 -0.11
C 5.714 -1.124 2.169 -0.11
C 4.953 -1.233 1.005 -0.03
C 3.621 -0.856 1.045 -0.20
C 3.357 1.390 -2.603 -0.70
C 3.589 1.848 -1.158 -0.09
C 4.705 1.082 -3.249 -0.09
C 2.682 2.549 -3.352 -0.10
H 0.946 -2.666 -4.851 0.09
H 0.072 -1.466 -3.895 0.07
H 1.078 -2.692 -3.093 0.07
H 3.392 -2.508 -5.186 0.09
H 3.629 -2.632 -3.447 0.07
H 4.376 -1.311 -4.350 0.06
H 1.791 -0.844 -6.186 0.09
H 2.850 0.411 -5.545 0.07
H 1.116 0.442 -5.183 0.08
H 3.994 -1.175 -1.480 0.08
H 2.566 -2.193 -1.548 0.08
H 1.306 0.667 3.898 0.07
H -0.048 -0.119 3.117 0.06
H -2.470 2.867 1.097 0.06
H -1.865 4.228 2.033 0.06
H -3.358 3.424 2.527 0.09
H -2.161 0.445 1.941 0.06
H -3.374 1.086 3.042 0.09
H -1.976 0.228 3.685 0.08
H -1.328 3.791 4.565 0.06
H -1.055 2.135 5.124 0.08
H -2.693 2.710 4.805 0.08
H -0.127 5.066 3.130 0.06
H 0.560 4.885 1.509 0.08
H 1.538 5.554 2.821 0.09
H 0.794 3.716 5.048 0.06
H 2.477 4.012 4.633 0.09
H 1.893 2.363 4.773 0.06
H 2.444 3.234 1.086 0.06
H 3.073 2.231 2.396 0.07
H 3.322 3.979 2.430 0.09
H 3.378 0.080 4.325 0.10
H 5.758 -0.575 4.239 0.09
H 6.756 -1.417 2.152 0.09
H 5.402 -1.615 0.097 0.10
H 4.169 1.130 -0.578 0.08
H 2.649 2.019 -0.629 0.06
H 4.147 2.789 -1.180 0.10
H 5.213 0.248 -2.760 0.08
H 5.353 1.958 -3.151 0.09
H 4.614 0.859 -4.312 0.06
H 1.723 2.807 -2.897 0.08
H 2.499 2.316 -4.402 0.06
H 3.323 3.434 -3.311 0.09
O -1.529 0.993 -3.369 -0.16
C -2.091 2.004 -2.872 -0.66
O -2.222 2.211 -1.634 -0.17
C -2.617 3.048 -3.823 -0.11
C -3.540 3.994 -3.397 0.00
C -4.021 4.954 -4.277 -0.05
C -3.568 4.989 -5.586 0.00
C -2.638 4.042 -5.981 -0.13
C -2.157 3.066 -5.132 0.07
N -2.139 4.077 -7.372 -0.35
O -2.621 4.903 -8.122 0.07
O -1.280 3.278 -7.684 0.08
H -3.870 3.967 -2.367 0.12
H -4.746 5.684 -3.943 0.11
H -3.919 5.723 -6.295 0.12
H -1.441 2.333 -5.471 0.12
C -3.062 -4.194 2.014 -0.08
N -3.144 -3.205 0.961 0.02
C -2.224 -2.239 0.725 -0.62
N -1.102 -2.249 1.477 0.19
O -2.453 -1.371 -0.141 -0.14
H -4.016 -4.708 2.084 0.09
H -2.858 -3.728 2.980 0.09
H -2.293 -4.944 1.812 0.09
H -3.977 -3.128 0.405 0.14
H -0.831 -3.090 1.960 0.10
H -0.331 -1.639 1.151 0.02